# 1
An isolated ion of composition C4H12P and charge +1 in a non-equilibrium geometry. Source: OMol25; level of theory: ωB97M-V/def2-TZVPD.

**Multiplicity**: 3
**Charge**: +1
**Gap between HOMO and LUMO (alpha / beta)**: 6.168 / 6.574 eV
**Calculated total energy**: -13616.4904 eV
**Lowest unoccupied orbital energy (alpha / beta)**: -3.0 / -9.7 eV

XYZ file:
```
17
Properties=species:S:1:pos:R:3:nbo_charge:R:1
C 0.0878 0.8830 -1.6182 -0.93
C -1.8172 -0.2066 0.8292 -0.68
C 1.1612 0.8677 1.0099 -1.03
C 0.6229 -1.6291 -0.2355 -0.96
P 0.0144 0.0381 0.0215 1.46
H 1.2063 0.9927 -1.8721 0.27
H -0.3961 1.9183 -1.5749 0.27
H -0.4054 0.3368 -2.2956 0.23
H -1.7138 -0.3679 1.8365 0.22
H -2.3282 -1.1173 0.2448 0.27
H -2.2922 0.7569 0.6451 0.25
H 1.5545 0.0012 1.5561 0.26
H 0.5525 1.4693 1.6975 0.27
H 1.9571 1.3185 0.3786 0.29
H 0.2238 -1.9985 0.7790 0.26
H 1.6821 -1.6877 -0.4457 0.29
H 0.1025 -1.8075 -1.1894 0.27
```

# 2
A 2-piece molecular cluster, C4H12S overall in a non-equilibrium geometry. Source: OMol25; level of theory: ωB97M-V/def2-TZVPD.

**Charge**: 0
**Gap between HOMO and LUMO**: 9.450 eV
**Calculated total energy**: -15176.7832 eV
**Structure (SMILES)**: CSC.CC
**Lowest unoccupied orbital energy**: 0.9 eV

XYZ file:
```
17
Properties=species:S:1:pos:R:3:nbo_charge:R:1
C 2.0058 -2.8726 -0.2367 -0.63
C 2.3593 -1.6510 -1.1569 -0.62
H 0.9630 -2.7586 0.1059 0.19
H 2.5928 -2.7447 0.6694 0.22
H 1.8791 -3.7581 -0.8597 0.22
H 2.0999 -0.6757 -0.7525 0.21
H 3.3242 -1.9231 -1.5889 0.21
H 1.7687 -1.6809 -2.0898 0.20
C -2.7815 2.9529 0.2536 -0.76
S -1.2897 2.9055 1.2678 0.19
C -0.8838 1.1367 1.1395 -0.74
H -2.6876 2.9492 -0.8364 0.21
H -3.4197 3.8107 0.4582 0.23
H -3.3762 2.0521 0.4212 0.21
H 0.1774 0.9448 1.0573 0.23
H -1.3112 0.4849 1.9091 0.21
H -1.4204 0.8279 0.2390 0.22
```

# 3
A 2-piece molecular cluster, C4H12S overall in a non-equilibrium geometry. Source: OMol25; level of theory: ωB97M-V/def2-TZVPD.

**Charge**: 0
**Gap between HOMO and LUMO**: 9.819 eV
**Calculated total energy**: -15175.9347 eV
**Structure (SMILES)**: CCS.CC
**Lowest unoccupied orbital energy**: 0.8 eV

XYZ file:
```
17
Properties=species:S:1:pos:R:3:nbo_charge:R:1
C -1.5761 1.2100 0.2710 -0.47
C -0.8305 2.3322 -0.4696 -0.63
S -2.1099 -0.3713 -0.7014 -0.15
H -0.9534 0.5924 0.8841 0.22
H -2.5113 1.5422 0.9091 0.23
H 0.2908 2.0404 -0.5161 0.21
H -3.4275 -0.6624 -0.4701 0.14
H -0.7484 3.2394 0.1736 0.23
H -1.0906 2.4830 -1.4525 0.22
C 1.7704 -1.1513 -0.4748 -0.63
C 1.5960 -1.9731 0.8026 -0.62
H 1.1371 -0.2451 -0.2729 0.21
H 2.8378 -1.2070 -0.7085 0.22
H 1.1342 -1.5247 -1.4474 0.20
H 1.3814 -1.2429 1.6164 0.20
H 2.4711 -2.5651 1.1173 0.21
H 0.6289 -2.4967 0.7391 0.22
```

# 4
A 2-piece molecular cluster, C4H12S2 overall in a non-equilibrium geometry. Source: OMol25; level of theory: ωB97M-V/def2-TZVPD.

**Charge**: 0
**Gap between HOMO and LUMO**: 9.824 eV
**Calculated total energy**: -26011.2091 eV
**Structure (SMILES)**: CCS.CCS
**Lowest unoccupied orbital energy**: 0.8 eV

XYZ file:
```
18
Properties=species:S:1:pos:R:3:nbo_charge:R:1
C 1.7041 -0.8268 0.2539 -0.62
C 3.2831 -0.7530 0.0800 -0.54
S 3.6586 0.2601 -1.3220 -0.01
H 1.4082 -1.4318 1.1808 0.22
H 1.1944 -1.1861 -0.7689 0.23
H 1.4793 0.2748 0.3060 0.19
H 3.6522 -0.2312 0.8796 0.20
H 3.6121 -1.8270 0.0200 0.22
H 2.4820 0.8171 -1.2787 0.10
C -2.3801 0.6323 0.9745 -0.62
C -2.9446 0.1468 -0.3709 -0.52
S -1.7137 0.3217 -1.6963 -0.03
H -2.4347 1.6227 0.7702 0.20
H -1.3867 0.5063 1.1128 0.22
H -3.1839 0.5138 1.8063 0.22
H -3.3466 -0.9264 -0.2913 0.22
H -3.9105 0.7221 -0.6575 0.21
H -1.1733 1.3646 -0.9985 0.11
```

# 5
A 2-piece molecular cluster, C4H12S2 overall in a non-equilibrium geometry. Source: OMol25; level of theory: ωB97M-V/def2-TZVPD.

**Charge**: 0
**Gap between HOMO and LUMO**: 9.356 eV
**Calculated total energy**: -26012.0328 eV
**Structure (SMILES)**: CSC.CSC
**Lowest unoccupied orbital energy**: 0.8 eV

XYZ file:
```
18
Properties=species:S:1:pos:R:3:nbo_charge:R:1
C -1.1295 1.3360 -1.3463 -0.78
S -2.6221 2.2798 -1.4610 0.19
C -3.5436 1.6261 -0.0263 -0.73
H -0.2019 1.7965 -1.0376 0.23
H -1.3460 0.6420 -0.4462 0.22
H -1.0460 0.6199 -2.1514 0.22
H -3.9481 0.6346 -0.1404 0.21
H -4.3082 2.4138 0.0549 0.23
H -2.9075 1.6071 0.8359 0.21
C 2.8004 -1.3826 -0.3260 -0.76
S 2.7099 -1.4152 1.4600 0.20
C 1.7332 -2.9119 1.7125 -0.76
H 3.7113 -0.8537 -0.6154 0.23
H 2.9178 -2.3861 -0.7504 0.22
H 1.9392 -0.9395 -0.8758 0.21
H 2.1920 -3.8895 1.8650 0.22
H 1.2287 -3.1686 0.7423 0.22
H 1.0006 -2.6813 2.4965 0.23
```

# 6
A 2-piece molecular cluster, C4H12S2 overall in a non-equilibrium geometry. Source: OMol25; level of theory: ωB97M-V/def2-TZVPD.

**Charge**: 0
**Gap between HOMO and LUMO**: 9.353 eV
**Calculated total energy**: -26011.7573 eV
**Structure (SMILES)**: CCS.CCS
**Lowest unoccupied orbital energy**: 0.8 eV

XYZ file:
```
18
Properties=species:S:1:pos:R:3:nbo_charge:R:1
C -0.7983 1.2254 1.1916 -0.45
C -1.2571 2.1246 -0.0125 -0.63
S 1.0768 1.5454 1.2795 -0.09
H -1.0891 1.7851 2.1070 0.22
H -1.0944 0.2308 1.1741 0.20
H -0.9942 3.1684 0.2261 0.22
H 1.1965 0.9300 2.4110 0.12
H -2.2919 2.1387 0.0305 0.21
H -0.7573 1.8367 -0.9368 0.21
C -0.0174 -1.7282 -0.4917 -0.49
C 0.8546 -1.4736 -1.6831 -0.63
S 0.9456 -2.1468 1.0500 -0.09
H -0.5389 -0.8732 -0.1003 0.21
H -0.7946 -2.5015 -0.7665 0.22
H 1.8456 -1.2959 -1.2268 0.22
H 2.2685 -2.1064 0.4983 0.14
H 0.6107 -0.6107 -2.2865 0.22
H 0.8351 -2.2489 -2.4637 0.22
```

Among the records above, which one has the highest calculated total energy?
C4H12P

Which formula does entry 3 have?
C4H12S

Among the records above, which one has the highest calculated total energy?
C4H12P